Entry 1:
C19H60N2O10 | ωB97M-V with the def2-TZVPD basis set

HOMO level	-9.38	eV
Kohn-Sham gap	9.876	eV
energy above the lowest of the compared OMol25 structures with the same formula, charge and spin	30.09	kJ/mol
charge	0
SMILES	COC[C@H](C)N.COC[C@H](C)N.CCO.CCO.CCO.CO.CO.CO.CO.CO
spin multiplicity	1

Atoms and positions in Å:
1 C -9.4279 -0.6263 2.4868
2 O -9.3483 -0.1095 3.7667
3 C -8.1481 -0.5110 4.4637
4 C -8.4568 -0.3075 5.9231
5 C -8.6248 1.2062 6.3060
6 N -7.2926 -0.7713 6.7483
7 H -9.5822 -1.7051 2.4660
8 H -8.5681 -0.4497 1.8405
9 H -10.3480 -0.2639 2.0282
10 H -7.9405 -1.5713 4.3196
11 H -7.2843 0.0477 4.1033
12 H -9.3163 -0.9258 6.1822
13 H -9.1599 1.0945 7.2490
14 H -9.2203 1.7613 5.5812
15 H -7.7426 1.7626 6.6226
16 H -7.3099 -0.2896 7.6359
17 H -6.5038 -0.3579 6.2719
18 C -3.6322 -8.9115 -5.0080
19 O -3.9972 -7.6599 -4.5244
20 C -3.5562 -7.5029 -3.2337
21 C -4.2363 -6.2199 -2.7425
22 C -3.6075 -4.9572 -3.2692
23 N -4.1720 -6.1619 -1.2725
24 H -4.1778 -9.6561 -4.4282
25 H -2.5743 -9.1501 -4.8988
26 H -3.8426 -8.9974 -6.0740
27 H -3.8828 -8.3561 -2.6392
28 H -2.4752 -7.3668 -3.1991
29 H -5.2526 -6.2184 -3.1366
30 H -3.7454 -4.9174 -4.3497
31 H -2.5634 -4.9850 -2.9575
32 H -4.1109 -4.0584 -2.9133
33 H -5.0419 -5.7833 -0.9260
34 H -4.3309 -7.0597 -0.8380
35 C -12.2020 -0.5164 15.4585
36 C -13.3872 -0.3513 14.5227
37 O -12.9343 0.5208 13.4512
38 H -11.3570 -0.8081 14.8349
39 H -12.3569 -1.3179 16.1808
40 H -11.7757 0.3291 15.9985
41 H -14.3016 0.0232 14.9828
42 H -13.5058 -1.3331 14.0643
43 H -12.7181 1.3779 13.8255
44 C -8.1418 1.7965 -7.0549
45 C -8.8103 1.4127 -8.2976
46 O -9.9760 0.6073 -8.1015
47 H -8.5989 2.6244 -6.5130
48 H -7.1354 2.1235 -7.3164
49 H -7.8979 0.8708 -6.5338
50 H -8.0556 0.9395 -8.9259
51 H -9.1385 2.2907 -8.8539
52 H -9.9998 -0.0730 -8.7784
53 C -14.1351 5.3197 -1.9294
54 C -13.4913 4.8791 -3.2390
55 O -13.6695 3.4785 -3.3610
56 H -13.5859 4.8267 -1.1272
57 H -15.1779 5.0282 -1.8036
58 H -13.9337 6.3380 -1.5969
59 H -12.4230 5.0930 -3.2058
60 H -13.9650 5.5567 -3.9493
61 H -13.3640 3.1177 -4.1965
62 C -1.4770 3.2949 13.1303
63 O -1.7212 2.2986 12.1675
64 H -0.5949 3.0139 13.7057
65 H -1.3709 4.1683 12.4868
66 H -2.3920 3.3970 13.7138
67 H -1.2186 1.4895 12.2874
68 C -15.1810 0.2158 7.0193
69 O -15.4909 -0.7210 8.0251
70 H -14.9414 1.2442 7.2896
71 H -14.3406 -0.1621 6.4370
72 H -16.0665 0.3942 6.4092
73 H -14.8432 -0.4491 8.6794
74 C -4.8569 -6.6654 8.7721
75 O -6.1140 -6.1448 8.3321
76 H -4.7813 -6.2945 9.7943
77 H -4.6730 -7.7338 8.6584
78 H -4.0692 -6.1673 8.2069
79 H -6.0444 -5.1890 8.3879
80 C -10.4977 -7.8346 3.7122
81 O -9.2738 -8.5578 3.6254
82 H -10.2434 -6.8779 4.1683
83 H -11.0172 -7.8266 2.7540
84 H -11.2440 -8.2121 4.4113
85 H -8.9068 -8.3936 4.4971
86 C -0.9224 -1.0965 4.9666
87 O -1.0984 -0.7456 3.5663
88 H -1.6112 -1.9148 5.1767
89 H 0.1044 -1.3882 5.1875
90 H -1.1419 -0.2631 5.6340
91 H -1.2183 -1.5547 3.0637

=====

Entry 2:
C29H44EuNOSi2 | ωB97M-V with the def2-TZVPD basis set

HOMO level (alpha / beta)	-6.74 / -5.68	eV
Kohn-Sham gap (alpha / beta)	6.756 / 3.026	eV
<S²>	12.0208
charge	0
spin multiplicity	7

Atoms and positions in Å:
1 C -2.2593 -0.4933 1.4760
2 C -2.3405 0.3041 0.2975
3 C -2.4235 -0.5719 -0.8205
4 H -2.3567 1.3946 0.2546
5 C -2.3417 -1.9112 -0.3403
6 C -2.2373 -1.8734 1.0779
7 H -2.3673 -2.8154 -0.9486
8 C 1.5668 2.8234 0.8031
9 C 0.1824 3.1264 0.6089
10 C -0.0848 3.1104 -0.7822
11 H -0.5440 3.3090 1.3947
12 C 1.1129 2.7127 -1.4615
13 C 2.1554 2.6204 -0.4697
14 H -2.5900 -0.2712 -1.8532
15 H -2.1499 -2.7423 1.7326
16 H -2.2577 -0.1159 2.4970
17 H 3.2090 2.3995 -0.6664
18 H -1.0360 3.3277 -1.2700
19 H 2.0662 2.7167 1.7695
20 Eu 0.1438 -0.9790 0.2469
21 C 1.0934 1.8920 -2.7536
22 C 2.4380 1.9129 -3.4710
23 C -0.0606 2.2624 -3.6820
24 H 2.7683 2.9453 -3.6390
25 H 2.3617 1.4236 -4.4521
26 H 3.2092 1.4008 -2.8885
27 H -0.0299 3.3352 -3.9139
28 H -1.0465 2.0351 -3.2525
29 H 0.0188 1.7234 -4.6350
30 C 0.8264 0.4657 -2.1012
31 C 0.4470 -0.8539 -2.7154
32 H -0.0520 0.7030 -1.4488
33 H 1.7367 0.2756 -1.4858
34 O 0.0814 -1.7464 -1.8698
35 N 0.4201 -1.1245 -4.0270
36 C -0.4214 -2.3124 -4.4068
37 H 1.2895 -0.9487 -4.5195
38 C -1.8660 -1.8652 -4.3876
39 C -2.9191 -2.6804 -3.9417
40 H -2.6898 -3.6776 -3.5529
41 C -4.2372 -2.1912 -3.9819
42 H -5.0590 -2.8220 -3.6263
43 C -4.4921 -0.9035 -4.4664
44 H -5.5247 -0.5446 -4.5277
45 C -3.4434 -0.0816 -4.8854
46 H -3.6123 0.9362 -5.2356
47 C -2.1389 -0.5860 -4.8638
48 H -1.2988 0.0238 -5.2034
49 H -0.2497 -3.1397 -3.7052
50 H -0.1409 -2.6109 -5.4259
51 C 1.9599 -0.7753 5.4472
52 Si 0.7453 -0.6397 4.0026
53 C -0.7800 -1.6223 4.5431
54 C 0.2037 1.1618 3.8664
55 C 1.5338 -1.2160 2.4186
56 Si 2.0376 -2.9720 2.0492
57 C 0.7943 -4.2081 2.7716
58 C 2.0250 -3.3694 0.1837
59 C 3.8081 -3.3343 2.5896
60 H 1.5059 -0.3722 6.3640
61 H 2.8794 -0.2081 5.2464
62 H 2.2433 -1.8188 5.6433
63 H -1.2391 -1.0947 5.3943
64 H -1.5444 -1.7092 3.7601
65 H -0.5238 -2.6362 4.8774
66 H 1.0398 1.8107 3.5736
67 H -0.6016 1.3084 3.1318
68 H -0.1702 1.5103 4.8419
69 H 2.3543 -0.5002 2.1241
70 H -0.2049 -4.0824 2.3235
71 H 1.1263 -5.2306 2.5349
72 H 0.6802 -4.1412 3.8603
73 H 2.5982 -2.6777 -0.4571
74 H 2.5447 -4.3397 0.1387
75 H 1.0334 -3.5479 -0.2726
76 H 4.5172 -2.8549 1.8970
77 H 4.0478 -2.9719 3.5981
78 H 4.0216 -4.4140 2.5716

=====

Entry 3:
CH9N3P | ωB97M-V with the def2-TZVPD basis set

HOMO level	-15.10	eV
Kohn-Sham gap	11.811	eV
energy above the lowest of the compared OMol25 structures with the same formula, charge and spin	35.00	kJ/mol
charge	+1
spin multiplicity	1

Atoms and positions in Å:
1 C -0.7408 -0.0400 -1.1478
2 N 0.2080 0.8226 -0.8509
3 N -1.0976 -0.1902 -2.4483
4 N 0.9436 0.3920 1.8386
5 P -1.9001 -1.1462 -0.0106
6 H 0.7019 1.3496 -1.5969
7 H 0.7457 0.8353 0.1368
8 H -1.7047 -0.9122 -2.6548
9 H -0.7662 0.4767 -3.1622
10 H 0.1120 0.3883 2.3348
11 H 1.2444 -0.5438 2.1164
12 H 1.5841 0.9307 2.3432
13 H -2.8736 -0.0182 -0.1701
14 H -1.2968 -0.5171 1.2239

=====

Entry 4:
C4H7N2O | ωB97M-V with the def2-TZVPD basis set

HOMO level	-12.85	eV
Kohn-Sham gap	7.724	eV
energy above the lowest of the compared OMol25 structures with the same formula, charge and spin	687.74	kJ/mol
charge	+1
spin multiplicity	1

Atoms and positions in Å:
1 C 3.2473 -0.3553 0.2485
2 C 1.2177 0.8885 -0.4387
3 C -1.0150 0.1984 0.0004
4 C -2.4596 0.3050 0.0953
5 N 2.1165 0.1968 0.0023
6 N -0.0687 1.0332 -0.0567
7 O -0.1543 -1.5089 -0.1467
8 H 3.1383 -1.4066 -0.1651
9 H 4.1183 -0.1346 0.8353
10 H -0.8705 -2.0936 0.0909
11 H -2.9481 -0.4910 0.6492
12 H -2.9729 0.0084 -0.8790
13 H -2.8546 1.4145 0.0992
14 H -0.4945 1.9452 -0.3350

=====

Entry 5:
C21H42ClO21P2 | ωB97M-V with the def2-TZVPD basis set

HOMO level	-6.22	eV
Kohn-Sham gap	8.127	eV
energy above the lowest of the compared OMol25 structures with the same formula, charge and spin	252.98	kJ/mol
charge	-1
spin multiplicity	1

Atoms and positions in Å:
1 Cl 19.3040 -21.2342 25.2811
2 O 19.0163 -21.3359 23.8671
3 O 18.4791 -20.2650 25.9442
4 O 18.9816 -22.4351 25.8484
5 O 20.7216 -21.0181 25.5077
6 C 25.0116 -21.8058 29.5255
7 C 25.4125 -22.9661 28.5943
8 O 26.7757 -23.1253 28.6920
9 C 27.2491 -22.3645 29.6635
10 O 28.4238 -22.1056 29.9832
11 O 26.2153 -21.7061 30.2091
12 H 24.1510 -22.0699 30.1401
13 H 24.7442 -20.8842 29.0086
14 H 25.0591 -22.9502 27.5633
15 H 24.9366 -23.8705 28.9734
16 C 12.4635 -16.4768 27.6737
17 C 13.8381 -16.0384 27.0570
18 O 13.5285 -15.1540 26.0696
19 C 12.2320 -14.7603 26.1436
20 O 11.7064 -13.9350 25.5092
21 O 11.6186 -15.6031 27.0306
22 H 12.4841 -16.2149 28.7316
23 H 12.3002 -17.5287 27.4395
24 H 14.4019 -16.9189 26.7488
25 H 14.5066 -15.4874 27.7186
26 C 14.1137 -18.4314 22.0323
27 C 14.7477 -19.2143 20.7764
28 O 14.2083 -18.5254 19.6658
29 C 13.2167 -17.7559 20.0559
30 O 12.7463 -16.9463 19.2708
31 O 12.9475 -17.7786 21.4029
32 H 14.7363 -17.6372 22.4444
33 H 13.7763 -19.1579 22.7716
34 H 14.3638 -20.2120 20.5638
35 H 15.8108 -19.2175 20.5356
36 C 22.5918 -14.8777 26.9458
37 C 21.9764 -15.8071 25.8508
38 O 23.0403 -16.4883 25.2642
39 P 23.8539 -15.8820 24.0436
40 O 24.4493 -14.4744 24.2201
41 O 24.8973 -17.0360 23.5566
42 C 26.1216 -17.1588 24.2486
43 C 25.8582 -17.5967 25.7728
44 O 22.8467 -15.7109 22.7518
45 C 22.6115 -16.7138 21.7652
46 C 21.2519 -16.5821 21.2271
47 H 23.3235 -14.1756 26.5462
48 H 21.8035 -14.4184 27.5421
49 H 23.1841 -15.4645 27.6478
50 H 21.1780 -16.4981 26.1214
51 H 21.4881 -15.1511 25.1301
52 H 26.7297 -17.6787 23.5083
53 H 26.6204 -16.1960 24.1375
54 H 26.7919 -17.7889 26.3013
55 H 25.4591 -16.7803 26.3747
56 H 25.1704 -18.4416 25.8054
57 H 23.2068 -16.3592 20.9238
58 H 22.9153 -17.7521 21.8991
59 H 20.9289 -15.5798 20.9457
60 H 21.2119 -17.0829 20.2598
61 H 20.5376 -17.0159 21.9269
62 C 13.2476 -26.4239 34.1148
63 C 14.6576 -26.7555 34.6963
64 O 15.1988 -27.6805 33.7654
65 P 16.7278 -28.2028 33.8282
66 O 17.5636 -27.9220 35.0261
67 O 16.5258 -29.7737 33.5435
68 C 17.4546 -30.6716 34.1549
69 C 17.3273 -32.0339 33.3256
70 O 17.5413 -27.6609 32.5121
71 C 17.1808 -27.9096 31.1468
72 C 16.4628 -26.6300 30.6396
73 H 12.9340 -25.6219 34.7831
74 H 13.1618 -25.9626 33.1310
75 H 12.6091 -27.2942 33.9630
76 H 15.2348 -25.8661 34.9492
77 H 14.6175 -27.3473 35.6108
78 H 18.5138 -30.4147 34.1647
79 H 17.1694 -31.0046 35.1529
80 H 16.2954 -32.3808 33.3806
81 H 17.5133 -31.9576 32.2543
82 H 17.7899 -32.8843 33.8265
83 H 18.0916 -27.8878 30.5484
84 H 16.6323 -28.8508 31.1093
85 H 17.1774 -25.8119 30.7299
86 H 16.3172 -26.8358 29.5792
87 H 15.5065 -26.4427 31.1279

=====

Number 1: electronic energy -44123.8945 eV. Number 2: electronic energy -69404.8654 eV. Number 3: electronic energy -14935.2171 eV. Number 4: electronic energy -9275.6621 eV. Number 5: electronic energy -96552.2154 eV.